Entry 1:
Here is a cluster of 3 separate species, C20H31NO13PS in total in a non-equilibrium geometry from OMol25. Energies are from ωB97M-V/def2-TZVPD.

- total charge = +1
- molar mass (u) = 556.5
- highest occupied orbital energy (eV) = -12.11
- lowest unoccupied orbital energy (eV) = -5.85
- gap between HOMO and LUMO (eV) = 6.25

Structure (XYZ):
```
67
Properties=species:S:1:pos:R:3:mulliken_charge:R:1
O 6.30 1.07 -0.36 -0.4540
C 5.46 2.09 -0.04 0.2263
O 4.91 3.06 -1.01 -0.3234
C 4.60 2.42 -2.30 -0.1467
C 3.17 3.06 -2.85 -0.9484
C 1.98 2.27 -2.00 0.2157
N 1.53 2.88 -0.69 0.0276
C 0.45 2.33 0.23 -0.1870
C -0.38 0.94 -0.18 -0.0157
P -1.70 0.35 1.07 0.6206
O -3.31 0.99 0.73 -0.5288
O -1.22 0.97 2.65 -0.4170
S -1.86 -1.59 1.24 -0.2647
C 0.03 0.20 -1.59 0.5285
C -0.78 -1.17 -2.07 0.1580
O -0.41 -2.41 -1.76 -0.3761
O -2.02 -0.97 -2.84 -0.4334
C 1.23 0.89 -2.49 0.1005
C 1.69 0.19 -3.90 -0.7339
C 2.54 -1.25 -3.29 0.2012
C 4.27 -1.18 -3.46 -0.5568
O 3.27 -2.11 -4.37 -0.4007
H 5.20 2.27 1.09 0.3108
H 4.40 1.28 -2.14 0.1212
H 5.46 2.62 -3.11 0.3603
H 3.01 2.88 -4.00 0.3501
H 3.10 4.22 -2.67 0.4190
H 1.99 3.79 -0.39 0.3476
H 0.16 2.89 1.23 0.2341
H -3.93 0.36 1.21 0.3600
H -0.33 0.56 2.88 0.3434
H -2.60 -0.35 -2.29 0.3758
H 2.49 0.81 -4.49 0.2146
H 0.80 -0.20 -4.53 0.4119
H 2.08 -1.80 -2.26 0.2482
H 4.76 -0.30 -4.05 0.3121
H 4.67 -1.71 -2.50 0.3209
C -1.67 4.83 3.64 -1.1897
C -0.71 3.85 4.30 0.1641
O -0.12 4.44 5.47 -0.4118
C -0.91 4.45 6.58 0.7096
O -2.05 4.02 6.66 -0.5458
O -0.23 5.07 7.57 -0.3391
C -0.98 5.24 8.77 -0.6186
H -1.18 5.78 3.44 0.3162
H -2.05 4.42 2.70 0.3396
H -2.53 5.04 4.28 0.3741
H 0.11 3.63 3.61 0.0992
H -1.20 2.90 4.54 0.2699
H -1.42 4.29 9.11 0.2943
H -1.77 5.99 8.61 0.2905
H -0.31 5.61 9.55 0.2279
C -2.30 -5.00 -3.78 -1.0853
C -2.71 -4.83 -2.33 0.0727
O -3.64 -5.84 -1.93 -0.3748
C -3.11 -7.06 -1.67 0.7256
O -1.92 -7.35 -1.73 -0.5563
O -4.12 -7.91 -1.35 -0.3364
C -3.70 -9.25 -1.14 -0.6210
H -3.19 -5.05 -4.43 0.3293
H -1.67 -4.17 -4.11 0.2681
H -1.75 -5.93 -3.93 0.3156
H -3.22 -3.86 -2.21 0.1912
H -1.84 -4.82 -1.66 0.2650
H -2.89 -9.31 -0.41 0.2885
H -3.39 -9.70 -2.10 0.2887
H -4.55 -9.82 -0.76 0.2267
```


Entry 2:
Here is a cluster of 2 separate species, C3H12NO in total in a non-equilibrium geometry from OMol25. Energies are from ωB97M-V/def2-TZVPD.

- total charge = +1
- molar mass (u) = 78.1
- highest occupied orbital energy (eV) = -15.23
- lowest unoccupied orbital energy (eV) = -3.16
- gap between HOMO and LUMO (eV) = 12.07

Structure (XYZ):
```
17
Properties=species:S:1:pos:R:3:mulliken_charge:R:1
C -1.32 2.05 0.69 -0.6060
O -1.38 0.97 -0.27 -0.6332
H -0.60 2.79 0.33 0.2927
H -1.10 1.63 1.66 0.2919
H -2.31 2.50 0.73 0.2639
H -1.10 1.35 -1.11 0.3405
C 1.84 -0.27 0.26 -0.8025
N 0.49 -0.94 0.21 -0.0185
C 0.41 -1.96 -0.87 -0.9872
H 2.56 -0.84 -0.33 0.3234
H 2.19 -0.26 1.27 0.3832
H 1.80 0.75 -0.07 0.2884
H 0.40 -1.45 1.08 0.3656
H -0.26 -0.22 0.05 0.3372
H 1.18 -2.70 -0.73 0.4001
H -0.59 -2.37 -0.91 0.3529
H 0.61 -1.45 -1.82 0.4076
```